<a>
The following is a DFT calculation (ωB97M-V/def2-TZVPD) of 2 unconnected molecules or ions with the total composition C3H12N2O.

XYZ file:
```
18
C3H12N2O | the OMol25 dataset | ωB97M-V/def2-TZVPD
C -0.19311 -1.64381 -0.54669
N -0.28620 -2.09413 -1.92513
C 1.13250 -0.94450 -0.25839
N 1.00678 -0.16838 0.97710
H -0.24695 -2.39551 0.25420
H -1.00263 -0.94006 -0.34719
H 0.56571 -2.56213 -2.20056
H -1.06289 -2.72814 -2.03977
H 1.38519 -0.21741 -1.04066
H 1.94831 -1.68134 -0.24266
H 1.83785 0.34772 1.24392
H -0.25581 1.09931 0.79503
H 0.84358 -0.80277 1.75314
C -0.70904 3.00501 0.67076
O -1.05617 1.66813 0.95211
H -0.15959 3.10125 -0.27382
H -1.63928 3.56943 0.59861
H -0.08710 3.48190 1.44265
```

Properties
SMILES: NCCN.CO
Charge: 0
Highest occupied orbital energy: -9.379 eV


<b>
The following is a DFT calculation (ωB97M-V/def2-TZVPD) of 2 unconnected molecules or ions with the total composition C3H12N2O.

XYZ file:
```
18
C3H12N2O | the OMol25 dataset | ωB97M-V/def2-TZVPD
N 0.22717 2.26410 1.57047
C 0.34265 0.79206 1.79923
C -0.66813 -0.02076 1.01452
N -0.22184 -0.80665 -0.10807
C -1.32232 -1.12492 -1.00258
H 0.00253 2.72233 0.67724
H 1.21645 2.49447 1.69520
H 1.39617 0.41892 1.63326
H 0.27497 0.39283 2.80565
H -1.14779 -0.74069 1.77451
H -1.64809 0.52521 0.70796
H 0.42654 -1.58095 0.15164
H -1.09196 -2.18118 -1.27644
H -2.32739 -0.96004 -0.64545
H -1.22061 -0.72625 -2.02720
H 1.62481 0.30027 -2.95359
H 2.12467 -1.24545 -2.55543
O 2.01216 -0.52331 -3.26093
```

Properties
SMILES: CNCCN.O
Charge: 0
Highest occupied orbital energy: -8.515 eV


In order of decreasing stability: <a>, <b>.


<a>
The following is a DFT calculation (ωB97M-V/def2-TZVPD) of 12 unconnected molecules or ions with the total composition C5H36N2O12.

XYZ file:
```
55
C5H36N2O12 | the OMol25 dataset | ωB97M-V/def2-TZVPD
N -2.63279 0.96002 -0.94123
C -1.61638 0.72658 0.09191
C -2.27233 0.43432 1.49917
O -1.36132 1.00653 2.41154
C -0.75810 -0.46275 -0.18848
N 0.57520 -0.33659 -0.93215
C 0.57388 -0.69241 -2.41325
C 1.86277 -0.05636 -3.27756
H -3.64723 0.77760 -0.78747
H -2.32036 0.47022 -1.75081
H -0.84698 1.60985 0.12077
H -3.23546 1.00684 1.68952
H -2.36038 -0.55046 1.85801
H -1.47400 2.02694 2.10966
H -0.32935 -0.66417 0.95505
H -1.35647 -1.40167 -0.51719
H 0.99304 0.53292 -0.79116
H 0.86624 -1.79243 -2.45722
H -0.39418 -0.61115 -2.94638
H 2.57894 -0.90725 -3.47132
H 1.56752 0.35995 -4.23260
H 2.37639 0.68649 -2.66727
H 3.45338 0.47747 -0.45599
H 4.62454 0.16049 0.50234
O 4.37665 0.20701 -0.52198
H -3.60680 -1.73260 0.92531
H -3.80419 -2.29935 2.30133
O -4.09775 -1.59985 1.71872
H 3.39052 -2.07440 1.98625
H 2.31250 -2.98881 1.70800
O 2.77769 -2.55427 2.47028
H -0.59006 -2.85354 1.20933
H -0.12723 -4.14456 0.70307
O -0.94707 -3.73488 0.89347
H -0.79363 2.65000 -1.95384
H -2.09620 3.33290 -2.46636
O -1.21898 3.51962 -1.98253
H -0.04967 4.15490 -0.30523
H -1.12485 3.33182 0.30935
O -0.23384 3.65840 0.51028
H 0.95930 0.66072 3.31089
H 0.74167 1.38386 4.66094
O 0.78680 1.50504 3.73257
H 3.23381 1.80546 2.30504
H 2.19272 0.69909 1.90616
O 3.08848 0.81138 1.98547
H -3.10309 -2.10479 -3.26843
H -3.62753 -1.87515 -1.79820
O -3.49593 -1.43539 -2.73907
H 2.69337 2.23530 -0.19601
H 1.28956 2.80222 0.02682
O 1.71547 1.98373 -0.03594
H 2.17346 -2.70917 -0.25720
H 0.85142 -3.19609 -0.65129
O 1.46683 -3.19956 0.10489
```

Properties
SMILES: CCNC[C@@H](N)CO.O.O.O.O.O.O.O.O.O.O.O
Charge: 0
Highest occupied orbital energy: -8.741 eV


<b>
The following is a DFT calculation (ωB97M-V/def2-TZVPD) of 13 unconnected molecules or ions with the total composition C5H36N2O12.

XYZ file:
```
55
C5H36N2O12 | the OMol25 dataset | ωB97M-V/def2-TZVPD
C -0.31371 2.20412 -1.84006
C -0.45718 0.79944 -1.24957
C -0.96082 0.84939 0.18769
C -1.82855 -0.32311 0.74336
C -2.47775 -0.07760 1.88805
N -1.83526 -1.44017 -0.01432
N 0.78132 0.06690 -1.41836
H 0.44219 2.80004 -1.30434
H -0.15322 2.12689 -2.91643
H -1.27588 2.77177 -1.73872
H -1.21427 0.33499 -1.92721
H -0.13511 0.90292 0.91264
H -1.52010 1.77261 0.34485
H -3.32933 -0.58499 2.28879
H -2.36199 0.77140 2.54501
H -2.09421 -2.37186 0.25472
H -1.39075 -1.45239 -0.91494
H 0.84902 -0.39911 -2.30777
H 1.15219 -0.45383 -0.64071
H 3.30503 -2.53264 -3.77651
H 2.64923 -2.29303 -2.31306
O 2.53435 -2.23721 -3.27334
H 2.60470 1.01847 1.60649
H 2.89995 -0.36439 2.27380
O 2.58358 0.05152 1.45724
H -1.47363 2.50631 2.53790
H -0.59290 3.63894 2.01124
O -1.51837 3.37138 2.13044
H -2.31780 -4.44008 -0.89316
H -0.79170 -4.14662 -0.91345
O -1.67317 -3.78441 -1.15796
H -4.36550 1.23590 1.71260
H -4.34837 1.66385 0.27238
O -4.74485 1.89783 1.12156
H -2.01908 4.08875 0.33884
H -3.52975 4.00439 0.41114
O -2.80866 4.26395 -0.17999
H 3.50814 -1.91888 0.24037
H 2.79870 -2.93268 -0.77719
O 3.61367 -2.56985 -0.46573
H 1.45712 -1.99874 0.97589
H 0.16135 -2.25564 0.23809
O 1.08817 -2.56187 0.27212
H 0.70113 -4.34792 -1.93007
H 1.79292 -4.53703 -0.88995
O 0.94816 -4.89816 -1.17133
H 1.61771 1.87084 0.44877
H 2.30241 3.20552 0.77233
O 1.67442 2.56723 1.11732
H 0.26084 -1.00391 3.85709
H -0.53963 -1.16819 2.49593
O 0.25994 -1.42249 2.98453
H 4.11949 2.74835 -1.58233
H 2.68303 2.25094 -1.71950
O 3.28278 2.73216 -1.12518
```

Properties
Charge: 0
Highest occupied orbital energy: -8.648 eV


In order of decreasing stability: <b>, <a>.


<a>
The following is a DFT calculation (ωB97M-V/def2-TZVPD) of C2H4NOP in the gas phase.

XYZ file:
```
9
C2H4NOP | the OMol25 dataset | ωB97M-V/def2-TZVPD
C 0.29559 -0.58872 -0.60154
C 0.05916 0.92584 -0.68436
N -0.22343 0.17298 0.50406
O -0.56102 -1.25438 2.53757
P -0.64074 0.10055 2.15741
H -0.31225 -1.12369 -1.32388
H 1.37881 -0.84041 -0.60438
H 0.76621 1.67013 -0.74246
H -0.76232 0.93770 -1.24243
```

Properties
SMILES: O=PN1CC1
Charge: 0
Highest occupied orbital energy: -9.877 eV


<b>
The following is a DFT calculation (ωB97M-V/def2-TZVPD) of 2 unconnected molecules or ions with the total composition C2H4NOP.

XYZ file:
```
9
C2H4NOP | the OMol25 dataset | ωB97M-V/def2-TZVPD
C 0.66402 -0.66862 0.62665
C -0.57471 -0.47672 1.08322
N 1.78009 -0.80113 0.14611
O 0.45954 0.74066 -1.86886
P -0.57278 1.29309 -0.99417
H -1.51182 -0.69417 0.48297
H -0.77797 -0.03096 2.08010
H 2.50092 -0.19916 -0.09777
H -1.96728 0.83701 -1.45825
```

Properties
SMILES: C=C=N.O=P
Charge: 0
Highest occupied orbital energy: -8.654 eV


<c>
The following is a DFT calculation (ωB97M-V/def2-TZVPD) of C2H4NOP in the gas phase.

XYZ file:
```
9
C2H4NOP | the OMol25 dataset | ωB97M-V/def2-TZVPD
C -1.22835 -1.98012 -0.06978
C 1.20081 0.97383 -0.14651
N -1.39369 -0.80353 0.16021
O -0.08557 1.33001 0.35835
P -1.50121 0.74296 -0.14469
H 1.35280 0.97682 -1.16390
H -1.57390 -2.84232 0.68233
H 1.37633 -0.00292 0.07464
H 1.85278 1.60526 0.24935
```

Properties
Charge: 0
Highest occupied orbital energy (alpha / beta): -7.525 / -7.527 eV


In order of decreasing stability: <a>, <b>, <c>.


<a>
The following is a DFT calculation (ωB97M-V/def2-TZVPD) of C7H12N2 in the gas phase.

XYZ file:
```
21
C7H12N2 | the OMol25 dataset | ωB97M-V/def2-TZVPD
C -0.39317 -2.59418 -1.20352
C -0.41713 -1.96956 0.11307
C -0.19839 -0.65895 0.31174
C -0.21864 -0.10928 1.64875
C 0.41648 1.05807 2.00340
C 0.64344 2.38054 1.10369
C -0.42553 2.59349 -0.04219
H -0.77073 -1.15755 -2.75781
H 0.67804 -1.36814 -2.34512
H 0.33699 -3.36682 -1.25971
H -1.37037 -3.10746 -1.45622
H -0.80882 -2.74344 0.91911
H 0.56508 -0.03737 -0.48629
H -0.10049 -0.78053 2.41812
H 0.85702 1.02510 3.04670
H 0.74271 3.17411 1.89967
H -0.82175 3.64866 -0.36197
H -1.11991 1.77945 -0.28435
H 1.44856 1.70999 -0.62028
N -0.11054 -1.98183 -2.50423
N 1.06716 2.50570 -0.14255
```

Properties
SMILES: NC/C=C/C=C\[C@@H]1CN1
Charge: 0
Highest occupied orbital energy: -8.453 eV


<b>
The following is a DFT calculation (ωB97M-V/def2-TZVPD) of C7H12N2 in the gas phase.

XYZ file:
```
21
C7H12N2 | the OMol25 dataset | ωB97M-V/def2-TZVPD
C 1.33196 0.24948 2.80457
C -0.34181 0.60196 1.26654
C -0.40154 0.60033 -1.32969
C -0.48443 1.70462 -2.36084
C 0.27706 -0.53271 -1.55818
C 0.36660 -1.64518 -0.57562
C -0.65831 -2.32583 -0.11879
H 2.06258 1.10073 2.89622
H 0.66734 0.35274 3.71455
H 1.98997 -0.76121 2.96132
H -1.05146 0.80902 2.16809
H -1.84258 1.26791 -0.04537
H -1.47435 2.17880 -2.64513
H -0.04580 1.37071 -3.27423
H 0.01644 2.48094 -1.78253
H 0.62224 -0.87522 -2.56304
H 1.42933 -2.12113 -0.49996
H -0.64177 -3.26053 0.47677
H -1.62036 -1.97528 -0.43134
N 0.82165 0.21799 1.47523
N -0.91434 0.85580 -0.00999
```

Properties
SMILES: C=C/C=C(/C)N/C=N/C
Charge: 0
Highest occupied orbital energy: -8.144 eV


In order of decreasing stability: <b>, <a>.


<a>
The following is a DFT calculation (ωB97M-V/def2-TZVPD) of 3 unconnected molecules or ions with the total composition C3H14N2O2.

XYZ file:
```
21
C3H14N2O2 | the OMol25 dataset | ωB97M-V/def2-TZVPD
C 1.42170 -1.43540 -0.82864
C 0.05243 -0.58948 -1.12340
N -0.42459 0.05858 0.10636
C -1.64064 0.93527 -0.06842
N -1.93400 1.92722 1.03796
H 1.47251 -1.47946 0.22421
H 1.33007 -2.46875 -1.13559
H 2.22988 -0.83851 -1.32386
H -0.66852 -1.37616 -1.49531
H 0.34100 0.04028 -1.96819
H -0.82482 -0.66934 0.66653
H -1.47021 1.53248 -1.02534
H -2.48672 0.21267 -0.31038
H -1.09527 2.50232 1.15761
H -1.88913 1.33298 1.86670
H -0.40225 -1.10360 3.23779
H -1.77858 -1.03724 3.43624
O -1.16788 -1.52953 2.92095
H 3.50293 1.51769 -1.22673
H 2.54184 0.80100 -2.19100
O 2.89024 1.66697 -1.95747
```

Properties
SMILES: CCNCN.O.O
Charge: 0
Highest occupied orbital energy: -9.081 eV


<b>
The following is a DFT calculation (ωB97M-V/def2-TZVPD) of 3 unconnected molecules or ions with the total composition C3H14N2O2.

XYZ file:
```
21
C3H14N2O2 | the OMol25 dataset | ωB97M-V/def2-TZVPD
N 1.67196 -0.13567 0.19535
C 0.39872 -0.43282 0.85573
C -0.42168 0.81432 1.23082
C -0.53063 -1.24867 -0.02748
N -0.10449 -2.62325 -0.52489
H 1.34892 0.31988 -0.66250
H 2.26732 0.50723 0.70807
H 0.54324 -1.00123 1.78351
H -1.14219 1.22725 0.51428
H -1.03405 0.65797 2.10933
H 0.28051 1.64808 1.35774
H -0.72598 -0.72364 -0.96288
H -1.48164 -1.44823 0.46157
H 0.35311 -3.09630 0.25871
H 0.61134 -2.36204 -1.18998
H 2.20487 6.73984 0.01692
H 2.56457 5.87005 -1.25078
O 2.10312 6.65624 -0.92305
H -2.73858 -3.11685 -0.00131
H -2.51273 -3.89653 -1.30482
O -3.15130 -3.77942 -0.58376
```

Properties
SMILES: C[C@H](N)CN.O.O
Charge: 0
Highest occupied orbital energy: -9.814 eV


In order of decreasing stability: <b>, <a>.


<a>
The following is a DFT calculation (ωB97M-V/def2-TZVPD) of 3 unconnected molecules or ions with the total composition C3H14N2O2.

XYZ file:
```
21
C3H14N2O2 | the OMol25 dataset | ωB97M-V/def2-TZVPD
N 0.73564 2.07451 -0.02677
C 0.23256 0.99785 -0.80183
C 0.21693 -0.28291 0.09266
C -0.42983 -1.32646 -0.81286
N -0.34566 -2.72850 -0.37357
H 1.14384 2.66819 -0.73065
H -0.08224 2.51812 0.37405
H 0.96160 0.72750 -1.57930
H -0.69549 1.24846 -1.24454
H 1.26196 -0.44670 0.33707
H -0.27302 -0.37569 1.14452
H 0.14839 -1.46375 -1.76149
H -1.46169 -0.97327 -0.80355
H -1.28595 -3.26965 -0.35565
H 0.22304 -3.00306 0.39692
H -0.63469 5.77990 0.25562
H -0.45522 4.97653 -0.93828
O -1.08180 5.06694 -0.24555
H 0.63377 -4.80604 2.53592
H 0.46225 -3.34363 2.54775
O 0.72559 -4.03834 1.98951
```

Properties
SMILES: NCCCN.O.O
Charge: 0
Highest occupied orbital energy: -8.130 eV


<b>
The following is a DFT calculation (ωB97M-V/def2-TZVPD) of 3 unconnected molecules or ions with the total composition C3H14N2O2.

XYZ file:
```
21
C3H14N2O2 | the OMol25 dataset | ωB97M-V/def2-TZVPD
C 0.60878 -1.39083 0.30363
C 0.85816 -0.40363 -0.83863
N 0.79032 0.99341 -0.46668
C -0.55171 1.55109 -0.70988
N -0.55112 2.93593 -0.28412
H 1.43949 -1.35817 1.02164
H 0.63004 -2.39301 -0.10907
H -0.31010 -1.22065 0.81516
H 1.80355 -0.68382 -1.28354
H 0.12151 -0.67536 -1.61467
H 1.46771 1.59849 -0.90396
H -1.22572 0.87300 -0.18787
H -0.77079 1.51500 -1.77796
H -1.48461 3.30443 -0.39460
H -0.35513 2.94513 0.71444
H -2.15333 -3.00380 -1.10025
H -2.42052 -3.69545 0.23837
O -1.85661 -3.72707 -0.54094
H 1.59905 0.67042 3.06672
H 1.31566 0.95966 1.57470
O 1.04535 1.20523 2.47750
```

Properties
SMILES: CCNCN.O.O
Charge: 0
Highest occupied orbital energy: -9.155 eV


In order of decreasing stability: <b>, <a>.


<a>
The following is a DFT calculation (ωB97M-V/def2-TZVPD) of 4 unconnected molecules or ions with the total composition C4H14O3.

XYZ file:
```
21
C4H14O3 | the OMol25 dataset | ωB97M-V/def2-TZVPD
C 1.28096 -0.47172 2.53174
C 2.19878 -0.29817 1.22145
C 1.58267 0.69797 0.34699
C 1.83323 2.03802 0.39685
H 1.92706 -0.36172 3.39358
H 0.51881 0.30206 2.52185
H 0.82193 -1.47102 2.48255
H 2.33161 -1.27686 0.78303
H 3.07509 0.20690 1.61576
H 0.74158 0.22489 -0.17695
H 1.25438 2.78109 -0.14373
H 2.66854 2.52306 0.89188
H -2.29146 -3.06252 -3.55959
H -3.23091 -2.67870 -2.48577
O -2.64859 -2.26476 -3.15095
H -3.41029 -0.35995 3.17806
H -3.56273 -1.06648 4.55706
O -3.93114 -0.38618 3.98653
H -0.40847 2.32459 -5.69797
H -0.01174 1.03311 -6.51135
O -0.73931 1.56639 -6.18101
```

Properties
2S+1: 2
Charge: +1
Expectation value of S²: 0.7535
Highest occupied orbital energy (alpha / beta): -13.394 / -13.394 eV


<b>
The following is a DFT calculation (ωB97M-V/def2-TZVPD) of 4 unconnected molecules or ions with the total composition C4H14O3.

XYZ file:
```
21
C4H14O3 | the OMol25 dataset | ωB97M-V/def2-TZVPD
C 2.10896 0.34790 0.96290
C 1.50106 1.36296 0.23489
C 0.35565 2.07617 0.66975
C -0.41231 3.10849 -0.17556
H 1.77210 0.41670 2.02526
H 1.93280 -0.66193 0.62657
H 3.24646 0.49072 0.86963
H 1.77648 1.51882 -0.76074
H 0.17383 1.97702 1.69345
H -1.30742 3.40422 0.33846
H 0.37491 3.97686 -0.22351
H -0.53692 3.04882 -1.32705
H -3.50611 -0.02961 0.57433
H -3.25394 -1.36537 1.29608
O -2.87622 -0.70130 0.63814
H 0.41850 -3.03517 -0.62985
H 1.16457 -2.69466 -1.90056
O 1.25736 -3.15563 -1.16974
H -1.62162 -1.33256 -0.26179
H -0.66119 -1.22150 -1.39503
O -1.04272 -1.87626 -0.85305
```

Properties
2S+1: 2
Charge: +1
Expectation value of S²: 0.7525
Highest occupied orbital energy (alpha / beta): -13.462 / -13.457 eV


In order of decreasing stability: <b>, <a>.